(1)
DFT (the ωB97M-V functional and the def2-TZVPD basis) results for one molecule with the formula C5H11N at a distorted geometry.

The HOMO energy comes out at -0.334 hartree. Its largest force on an atom is 4.72 eV/A. For the total energy, the calculation gives -6851.6838 eV. For the frontier orbital gap, the calculation gives 10.151 eV. The molecular weight is 85.15 g mol⁻¹. Its structure (SMILES) is CN1CCCC1. The value obtained for the lowest unoccupied orbital energy is 1.07 eV.

Geometry as ORCA input:
```
! RIJCOSX wB97M-V def2-TZVPD def2/J DEFGRID3
* xyz 0 1
C -0.163 -1.538 -1.029
N -1.009 -0.528 -0.275
C -0.611 0.847 -0.788
C 0.579 1.363 0.021
C 0.825 0.377 1.197
C -0.461 -0.473 1.103
H 0.042 -1.196 -2.086
H -0.876 -2.375 -1.041
H 0.743 -1.866 -0.690
H -0.372 0.859 -1.988
H -1.482 1.443 -0.691
H 0.203 2.340 0.590
H 1.490 1.538 -0.679
H 0.931 1.029 2.173
H 1.704 -0.283 1.033
H -0.288 -1.487 1.446
H -1.255 -0.049 1.702
*
```

---

(2)
DFT (the ωB97M-V functional and the def2-TZVPD basis) results for one molecule with the formula C5H11N at a distorted geometry.

The HOMO energy comes out at -0.279 hartree. Its largest force on an atom is 2.94 eV/A. For the total energy, the calculation gives -6851.0472 eV. For the frontier orbital gap, the calculation gives 8.655 eV. The molecular weight is 85.15 g mol⁻¹. Its structure (SMILES) is C/C=C(\C)NC. The value obtained for the lowest unoccupied orbital energy is 1.07 eV.

Geometry as ORCA input:
```
! RIJCOSX wB97M-V def2-TZVPD def2/J DEFGRID3
* xyz 0 1
C -0.469 1.907 1.607
C 0.373 1.060 0.730
C -0.059 -0.013 0.068
C -1.294 -0.778 0.360
N 0.669 -0.283 -1.194
C 0.869 -1.649 -1.611
H -1.542 1.964 1.461
H -0.364 1.500 2.576
H -0.126 3.011 1.651
H 1.516 1.146 0.877
H -1.613 -1.204 -0.612
H -2.183 -0.170 0.762
H -1.151 -1.704 1.122
H 1.398 0.351 -1.333
H 1.879 -1.953 -2.189
H 0.999 -2.299 -0.680
H -0.020 -1.814 -2.191
*
```

---

(3)
DFT (the ωB97M-V functional and the def2-TZVPD basis) results for one molecule with the formula C5H11N.

The HOMO energy comes out at -0.280 hartree. Its largest force on an atom is 0.66 eV/A. For the total energy, the calculation gives -6853.0236 eV. For the frontier orbital gap, the calculation gives 8.771 eV. The molecular weight is 85.15 g mol⁻¹. Its structure (SMILES) is CC/C=C(/C)N. The value obtained for the lowest unoccupied orbital energy is 1.14 eV.

Geometry as ORCA input:
```
! RIJCOSX wB97M-V def2-TZVPD def2/J DEFGRID3
* xyz 0 1
C -1.990 0.490 -1.844
C -1.234 0.800 -0.538
C -0.434 -0.375 -0.062
C 0.752 -0.355 0.557
C 1.412 -1.615 1.039
N 1.397 0.836 0.855
H -2.006 -0.578 -2.057
H -3.048 0.732 -1.770
H -1.550 0.957 -2.717
H -1.991 1.057 0.211
H -0.627 1.681 -0.724
H -0.983 -1.304 -0.145
H 1.288 -1.684 2.118
H 0.983 -2.486 0.564
H 2.481 -1.582 0.832
H 2.329 0.861 1.222
H 0.838 1.677 0.862
*
```

---

(4)
DFT (the ωB97M-V functional and the def2-TZVPD basis) results for one molecule with the formula C5H11N.

The HOMO energy (alpha / beta) comes out at -0.274 / -0.298 hartree. Its largest force on an atom is 0.38 eV/A. For the total energy, the calculation gives -6849.6277 eV. For the frontier orbital gap (alpha / beta), the calculation gives 7.524 / 8.497 eV. The molecular weight is 85.15 g mol⁻¹. The value obtained for the lowest unoccupied orbital energy (alpha / beta) is 0.05 / 0.39 eV.

Geometry as ORCA input:
```
! RIJCOSX wB97M-V def2-TZVPD def2/J DEFGRID3
* xyz 0 1
C -0.517 0.196 0.503
C -0.296 -0.903 -0.459
C -0.773 -0.228 1.940
C -0.338 -0.578 -1.875
C 0.928 0.735 0.236
N 1.032 1.696 -0.718
H -1.235 0.942 0.157
H 2.010 1.781 -0.998
H 1.452 0.814 1.198
H -0.121 -1.910 -0.096
H 1.395 -0.314 -0.125
H -0.765 0.638 2.605
H -0.002 -0.925 2.285
H -1.740 -0.725 2.040
H 0.307 0.358 -1.977
H -1.318 -0.196 -2.180
H -0.019 -1.381 -2.537
*
```